Entry 1:
{"formula": "C3H11N2", "method": "ωB97M-V with the def2-TZVPD basis set", "e_lumo_ev": -4.3, "total_charge": 1, "e_homo_ev": -14.988, "de_lowest_kj_mol": 126.72, "symbols": ["C", "N", "H", "H", "H", "H", "H", "H", "C", "C", "N", "H", "H", "H", "H", "H"], "positions_angstrom": [[-2.24065, 0.98699, -0.07792], [-1.43547, -0.28429, -0.08724], [-3.21067, 0.86042, -0.53273], [-1.72344, 1.79706, -0.57766], [-2.33898, 1.27099, 0.96851], [-1.32870, -0.53768, -1.05358], [-0.01009, 0.02212, 0.37071], [-2.08172, -0.96939, 0.28899], [1.74006, -1.42293, 0.24309], [1.79496, 0.93717, -0.04218], [1.12772, -0.08708, 0.28465], [1.78001, -1.72020, -0.80455], [2.68213, -1.43712, 0.77348], [1.03013, -2.12880, 0.66051], [1.34316, 1.89131, -0.26751], [2.87153, 0.82145, -0.14657]], "forces_ev_per_a": [[0.53, -0.14, 0.66], [-1.18, 1.17, 0.01], [-0.28, -0.03, -0.08], [0.21, -0.02, -0.21], [-0.27, 0.09, -0.07], [0.15, -0.34, -0.55], [0.66, -1.17, -0.42], [0.38, -0.37, 0.27], [-1.15, -0.18, 0.02], [0.77, -0.40, 0.02], [-0.43, 1.00, -0.21], [0.58, 0.14, 0.00], [0.19, -0.08, -0.12], [0.09, -0.01, 0.50], [-0.24, 0.13, 0.42], [-0.02, 0.21, -0.22]], "lowdin_charge": [-0.10, -0.05, 0.08, 0.07, 0.09, 0.09, 0.11, 0.11, -0.02, 0.12, -0.04, 0.11, 0.10, 0.09, 0.11, 0.12]}

=====

Entry 2:
{"formula": "C3H11N2", "method": "ωB97M-V with the def2-TZVPD basis set", "e_lumo_ev": -4.4, "total_charge": 1, "e_homo_ev": -13.512, "de_lowest_kj_mol": 329.38, "symbols": ["C", "N", "H", "H", "H", "H", "C", "N", "C", "H", "H", "H", "H", "H", "H", "H"], "positions_angstrom": [[1.01995, -1.36345, -2.22464], [0.70874, -1.59804, -1.02918], [0.20972, -1.32449, -3.00252], [2.06698, -1.12047, -2.55620], [0.09025, -0.48553, -0.12176], [0.37369, -2.49939, -0.89073], [0.65569, 0.90207, 1.50546], [-0.37390, 0.14078, 0.68329], [-1.55991, 1.03683, 0.38532], [0.90524, 1.85045, 1.01051], [0.29234, 1.13389, 2.52552], [1.55847, 0.24703, 1.65059], [-0.65222, -0.63318, 1.27026], [-1.10603, 1.94053, -0.23310], [-2.00916, 1.44286, 1.32160], [-2.17986, 0.33010, -0.29440]], "forces_ev_per_a": [[-0.21, 0.88, -2.25], [3.05, 0.53, 0.89], [0.96, -1.05, -0.11], [-0.98, 0.90, 0.46], [-0.42, 1.65, 0.77], [-2.85, -1.52, 0.54], [0.94, -0.75, 0.27], [0.96, 0.48, 1.04], [0.97, -0.18, -2.62], [-0.01, -0.52, -0.01], [-0.26, -0.22, -0.72], [-0.81, 0.75, -0.42], [-0.57, -0.15, 0.49], [-1.24, -1.94, 1.17], [0.18, -0.74, -0.83], [0.28, 1.89, 1.33]], "lowdin_charge": [-0.01, -0.03, 0.11, 0.11, 0.09, 0.07, -0.03, -0.11, -0.02, 0.10, 0.10, 0.11, 0.15, 0.14, 0.11, 0.13]}

=====

Entry 3:
{"formula": "C3H11N2", "method": "ωB97M-V with the def2-TZVPD basis set", "e_lumo_ev": -3.3, "total_charge": 1, "e_homo_ev": -13.040, "de_lowest_kj_mol": 220.87, "symbols": ["C", "N", "H", "H", "H", "H", "H", "H", "C", "C", "N", "H", "H", "H", "H", "H"], "positions_angstrom": [[-2.31990, 0.68821, 0.40256], [-1.54291, -0.19756, -0.60942], [-3.34123, 0.69003, 0.14892], [-2.10210, 0.15205, 1.33953], [-1.94364, 1.70809, 0.48103], [-0.44819, -0.36455, -0.66426], [-1.71735, 0.02944, -1.63434], [-1.80556, -1.14932, -0.49426], [1.35180, -0.21553, 1.40898], [1.57258, 0.24935, 0.14713], [1.43054, -0.47351, -1.07723], [1.34488, -1.29278, 1.55393], [1.49878, 0.60951, 2.21394], [1.65466, 1.27211, 0.05165], [2.11591, -1.43397, -1.05073], [1.90359, 0.14462, -1.89090]], "forces_ev_per_a": [[2.63, -1.11, 0.56], [1.42, 0.97, -2.32], [-1.14, -0.24, -0.38], [-0.50, 0.54, -0.16], [0.25, -0.29, -0.39], [-1.24, 1.21, 0.72], [-0.20, -0.14, 1.59], [-0.97, -1.07, 0.16], [1.39, 1.97, -1.03], [-1.11, -2.10, 1.96], [4.02, -1.36, -1.88], [-0.26, 0.22, 0.63], [-0.49, -2.12, -1.17], [0.35, 2.17, -0.52], [-2.67, 3.31, -0.11], [-1.50, -1.98, 2.33]], "lowdin_charge": [0.02, 0.11, 0.08, 0.10, 0.10, 0.12, 0.18, 0.13, -0.01, -0.34, -0.06, 0.06, 0.10, 0.07, 0.19, 0.15]}

=====

Entry 4:
{"formula": "C3H11N2", "method": "ωB97M-V with the def2-TZVPD basis set", "e_lumo_ev": -4.0, "total_charge": 1, "e_homo_ev": -13.999, "de_lowest_kj_mol": 514.63, "symbols": ["C", "C", "C", "N", "N", "H", "H", "H", "H", "H", "H", "H", "H", "H", "H", "H"], "positions_angstrom": [[-1.57084, 0.75722, -1.03517], [-0.77202, -0.87470, 0.63202], [0.55176, 1.07938, 0.21604], [1.81834, 1.01446, -0.12751], [-0.42640, 0.10824, -0.35274], [-2.22387, 1.32184, -0.30358], [-1.33774, 1.53814, -1.73754], [-2.24957, -0.04251, -1.46557], [-1.53485, -1.52355, 0.15449], [0.19461, -1.49994, 0.82206], [-1.25173, -0.53799, 1.56591], [1.69260, -1.24516, 1.49986], [2.38134, -1.76905, 1.95599], [2.27857, 1.93203, -0.07417], [2.39813, 0.35623, -0.71353], [0.05165, -0.61465, -1.03658]], "forces_ev_per_a": [[-2.74, 0.22, 0.94], [-0.43, -3.14, 1.78], [0.16, 1.68, -0.20], [-0.44, -0.17, -1.34], [3.17, -1.70, -2.63], [1.01, -0.89, -0.24], [0.81, -0.24, -0.52], [1.16, 0.87, 0.29], [0.57, 0.08, 0.29], [-2.18, 1.06, -0.05], [0.66, 0.47, -0.44], [3.46, -2.37, 2.26], [-3.04, 2.32, -2.05], [0.00, -0.66, 0.88], [-1.24, 0.34, 0.49], [-0.95, 2.12, 0.53]], "lowdin_charge": [-0.01, -0.08, -0.04, 0.11, -0.28, 0.13, 0.10, 0.13, 0.12, 0.06, 0.12, 0.01, 0.11, 0.13, 0.15, 0.22]}

=====

Entry 5:
{"formula": "C3H11N2", "method": "ωB97M-V with the def2-TZVPD basis set", "multiplicity": 2, "e_lumo_ev": [-14.8, -14.8], "total_charge": 2, "e_homo_ev": [-21.138, -21.180], "de_lowest_kj_mol": 760.38, "symbols": ["C", "N", "C", "N", "C", "H", "H", "H", "H", "H", "H", "H", "H", "H", "H", "H"], "positions_angstrom": [[1.27334, -0.49526, 0.45026], [2.16245, 0.73217, 0.39198], [0.14008, -0.32490, -0.54487], [-1.20121, -0.11309, 0.08510], [-2.47062, -0.19992, -0.61458], [1.97087, -1.29220, 0.16873], [0.93968, -0.70620, 1.46178], [1.56778, 1.57619, 0.73127], [2.97663, 0.69885, 1.02442], [0.35193, 0.52774, -1.21738], [-0.02920, -1.20817, -1.16268], [-1.17898, 0.76210, 0.64626], [0.31064, 1.98265, 1.46805], [-3.06248, 0.68448, -0.41438], [-2.36554, -0.35471, -1.70824], [-2.99090, -1.12635, -0.30396]], "forces_ev_per_a": [[1.78, 0.71, -0.77], [-2.78, -0.36, 2.32], [-1.32, -1.08, -0.13], [0.62, 2.72, -1.18], [0.41, -0.83, -0.50], [-0.32, -0.26, -0.05], [0.15, -0.18, 0.27], [-0.28, 1.07, -0.89], [0.13, -0.37, -0.12], [-0.37, -0.13, 0.07], [0.54, -0.02, -0.15], [-0.42, -1.17, 0.40], [1.74, -0.28, -0.27], [-0.23, -0.04, 0.31], [0.46, 0.06, 0.43], [-0.11, 0.17, 0.27]], "lowdin_charge": [-0.16, 0.25, -0.11, 0.12, 0.03, 0.16, 0.14, 0.05, 0.15, 0.17, 0.15, 0.14, 0.46, 0.12, 0.15, 0.16]}

=====

Entry 6:
{"formula": "C3H11N2O", "method": "ωB97M-V with the def2-TZVPD basis set", "e_lumo_ev": -3.1, "total_charge": 1, "e_homo_ev": -12.324, "de_lowest_kj_mol": 166.25, "symbols": ["C", "C", "C", "N", "N", "H", "H", "H", "H", "H", "H", "H", "H", "H", "H", "H", "O"], "positions_angstrom": [[0.35727, 1.78698, 0.46831], [-0.31244, 0.50223, 0.08901], [-0.88872, -0.43469, 0.87774], [-0.37462, -0.95262, 2.01610], [-0.55261, 0.37729, -1.36048], [1.14416, 2.06865, -0.23446], [0.88940, 1.72903, 1.41767], [-0.37788, 2.58948, 0.53675], [-1.85253, -0.83691, 0.56357], [0.49532, -0.57834, 2.35655], [-1.00256, -1.39922, 2.66260], [-0.96963, 1.21000, -1.78934], [-1.21881, -0.34963, -1.62734], [0.33504, 0.12759, -1.80880], [1.37036, -2.01102, -0.58646], [1.69836, -2.19629, -2.11762], [1.25989, -1.63253, -1.46378]], "forces_ev_per_a": [[0.97, -0.42, -0.03], [-0.27, 0.09, 0.58], [0.09, -0.01, -0.78], [-0.41, 0.55, 0.10], [-1.27, 0.69, -0.38], [-0.10, 0.10, -0.15], [-0.27, -0.09, 0.13], [0.01, 0.08, -0.04], [0.40, -0.72, -0.19], [-0.07, -0.03, 0.28], [0.16, 0.06, 0.21], [0.46, 0.31, 0.07], [0.22, -0.44, 0.39], [0.04, -0.15, -0.06], [0.18, -0.21, -0.15], [-0.02, 0.01, 0.46], [-0.11, 0.20, -0.42]], "lowdin_charge": [-0.03, -0.32, -0.15, 0.12, 0.19, 0.09, 0.09, 0.09, 0.14, 0.11, 0.11, 0.17, 0.17, 0.13, 0.06, 0.08, -0.04]}

=====

Entry 7:
{"formula": "C3H11N2O", "method": "ωB97M-V with the def2-TZVPD basis set", "e_lumo_ev": -4.9, "total_charge": 1, "e_homo_ev": -12.815, "de_lowest_kj_mol": 216.58, "symbols": ["C", "N", "H", "H", "H", "H", "C", "O", "C", "N", "H", "H", "H", "H", "H", "H", "H"], "positions_angstrom": [[1.92464, -1.98786, -1.30684], [2.31914, -0.94265, -0.70295], [1.11370, -2.55650, -0.86487], [2.36422, -2.29805, -2.24740], [3.03766, -0.38164, -1.15776], [1.71032, -0.59350, 0.12248], [-0.19389, 0.84048, 0.73025], [0.49010, -0.41488, 1.07661], [-1.65940, 0.56859, 0.44606], [-2.22362, 1.71036, -0.26027], [0.04092, 1.54385, 1.52596], [0.29063, 1.19266, -0.18214], [-0.00061, -0.80280, 1.81728], [-1.67903, -0.27547, -0.24224], [-2.14029, 0.30808, 1.39899], [-2.19274, 2.54917, 0.30748], [-3.20175, 1.54016, -0.46064]], "forces_ev_per_a": [[-0.11, 0.01, 0.18], [-0.65, 0.25, -0.38], [-0.01, 0.00, -0.06], [0.15, -0.06, 0.10], [-0.02, 0.07, 0.41], [0.70, -0.49, -0.21], [0.63, -0.63, -0.22], [-0.64, 0.52, 0.07], [0.47, 0.51, 0.06], [-0.14, -0.04, 0.21], [-0.39, 0.19, 0.05], [-0.05, 0.03, 0.00], [0.44, -0.11, -0.15], [-0.18, -0.20, 0.16], [-0.21, -0.11, -0.15], [-0.01, 0.01, 0.04], [0.02, 0.04, -0.10]], "lowdin_charge": [0.15, 0.18, 0.12, 0.12, 0.16, 0.10, -0.20, -0.12, -0.28, 0.00, 0.13, 0.12, 0.12, 0.12, 0.12, 0.08, 0.08]}

=====

Entry 8:
{"formula": "C3H11N2O", "method": "ωB97M-V with the def2-TZVPD basis set", "e_lumo_ev": -3.3, "total_charge": 1, "e_homo_ev": -13.884, "de_lowest_kj_mol": 10.20, "symbols": ["O", "C", "N", "C", "C", "H", "H", "H", "H", "H", "H", "H", "N", "H", "H", "H", "H"], "positions_angstrom": [[0.04352, 0.14477, 0.52343], [-0.19637, -0.13789, -0.64672], [0.76011, -0.65859, -1.46464], [-1.55369, 0.05962, -1.28780], [2.10490, -0.89921, -0.97900], [0.52098, -0.88117, -2.43408], [-1.96576, -0.89925, -1.64470], [-2.24504, 0.48305, -0.53991], [-1.49030, 0.75491, -2.14171], [2.71297, -1.31992, -1.79746], [2.09955, -1.61580, -0.14051], [2.57500, 0.03835, -0.63754], [-0.67318, 0.98621, 2.63812], [-1.66467, 1.28817, 2.69483], [-0.05362, 1.79073, 2.85340], [-0.47104, 0.64037, 1.68053], [-0.50338, 0.22558, 3.32372]], "forces_ev_per_a": [[0.89, -0.35, -0.31], [0.24, -0.84, -2.55], [-1.05, 0.49, 0.63], [-0.35, 0.17, 0.24], [0.72, -0.20, 0.02], [0.11, 0.20, 0.75], [0.22, 0.38, 0.13], [0.27, -0.20, -0.41], [0.02, -0.30, 0.33], [-0.33, 0.22, 0.41], [-0.02, 0.29, -0.35], [-0.21, -0.38, -0.15], [-0.81, 1.09, 2.86], [0.80, -0.18, 0.16], [-0.52, -0.62, -0.06], [0.19, -0.44, -1.27], [-0.15, 0.66, -0.44]], "lowdin_charge": [0.02, -0.47, 0.02, 0.02, -0.06, 0.16, 0.10, 0.09, 0.10, 0.10, 0.10, 0.10, 0.27, 0.16, 0.16, -0.02, 0.16]}